# C3H5NO2

A single C3H5NO2 molecule at a distorted geometry (ωB97M-V/def2-TZVPD, OMol25).

Structure (XYZ):
```
11
Properties=species:S:1:pos:R:3:forces:R:3:lowdin_charge:R:1
N 1.7038 -1.1885 -0.5834 0.13 -0.03 0.71 0.14
C 0.7146 -0.4391 -0.3827 -0.30 -0.18 -2.11 -0.50
C -0.5281 -0.8724 0.2526 1.33 -0.01 1.85 -0.12
O -1.5294 0.0473 0.0298 0.23 0.11 -0.08 -0.05
C -0.8045 1.2420 -0.0489 -0.17 0.30 0.14 -0.19
O 0.4904 0.9198 -0.5591 0.67 0.07 0.00 0.02
H 2.6402 -0.8539 -0.4066 0.02 0.59 -0.85 0.06
H -0.9442 -1.8745 0.2956 0.74 0.02 0.03 0.15
H 0.3090 -0.5541 1.1493 -3.19 -1.05 0.51 0.21
H -1.3154 1.9280 -0.7218 0.19 0.05 0.02 0.14
H -0.7363 1.6454 0.9752 0.35 0.11 -0.23 0.14
```
Forces are in eV/Å.

Values from the calculation:
* multiplicity: 1
* relative energy (zero: lowest compared OMol25 entry of this formula, charge and spin): 314.8 kJ/mol
* electronic energy: -322.4544 hartree
* Kohn-Sham gap: 10.56 eV
* SMILES: [H]/N=C1/COCO1
* highest occupied orbital energy: -9.711 eV
* E_LUMO: 0.8 eV